No. 1
Molecular formula: C12H33LiN4O6
Method: DFT, ωB97M-V/def2-TZVPD

Positions of all 56 atoms, in Å:
1 Li -22.459 5.197 -11.386
2 N -20.354 8.034 -10.915
3 O -20.566 9.251 -10.968
4 O -19.238 7.554 -11.201
5 O -21.268 7.236 -10.547
6 C -22.816 2.729 -8.067
7 C -22.668 4.127 -8.680
8 C -22.167 5.098 -7.609
9 O -20.851 4.745 -7.258
10 C -20.172 5.750 -6.539
11 N -21.679 4.123 -9.770
12 H -23.214 2.022 -8.801
13 H -23.466 2.684 -7.192
14 H -21.825 2.388 -7.762
15 H -23.631 4.504 -9.041
16 H -22.831 5.220 -6.748
17 H -22.132 6.092 -8.080
18 H -20.042 6.603 -7.220
19 H -19.164 5.407 -6.322
20 H -20.692 6.133 -5.658
21 H -21.851 3.222 -10.209
22 H -20.777 4.183 -9.304
23 C -25.106 8.507 -10.364
24 C -24.836 6.994 -10.232
25 C -26.112 6.167 -10.417
26 O -26.965 6.463 -9.347
27 C -28.242 5.862 -9.416
28 N -23.888 6.670 -11.313
29 H -25.596 8.761 -11.313
30 H -24.200 9.091 -10.227
31 H -25.916 8.854 -9.708
32 H -24.293 6.846 -9.298
33 H -25.757 5.128 -10.426
34 H -26.568 6.431 -11.376
35 H -28.118 4.775 -9.369
36 H -28.746 6.199 -10.329
37 H -28.824 6.225 -8.571
38 H -24.229 7.063 -12.187
39 H -23.031 7.223 -11.168
40 C -21.844 4.245 -15.340
41 C -22.374 4.548 -13.944
42 C -23.247 3.430 -13.389
43 O -23.684 3.741 -12.077
44 C -24.379 2.645 -11.492
45 N -21.319 5.034 -13.022
46 H -21.207 5.041 -15.725
47 H -22.630 4.087 -16.080
48 H -21.226 3.340 -15.327
49 H -23.026 5.420 -14.092
50 H -22.586 2.552 -13.304
51 H -24.061 3.202 -14.080
52 H -25.245 2.455 -12.137
53 H -24.802 2.934 -10.534
54 H -23.764 1.745 -11.457
55 H -20.718 5.652 -13.554
56 H -20.749 4.213 -12.809

Atoms 1-3, force components in eV/Å:
Li 0.319 0.559 0.603
N 0.941 -0.030 -0.132
O -0.197 -0.377 0.010

Calculated values
* total charge: 0
* strongest force on any atom: 2.3 eV/Å
* energy relative to the best compared isomer or geometry (same formula, charge and spin): 22.6 kcal per mole
* gap between HOMO and LUMO: 7.690 eV
* LUMO: -0.03 eV

***

No. 2
Molecular formula: C12H33Mn2N2O11S2
Method: DFT, ωB97M-V/def2-TZVPD

Positions of all 62 atoms, in Å:
1 Mn -1.056 1.915 2.600
2 Mn -0.512 -0.986 3.398
3 N 1.065 1.282 4.915
4 O 0.510 2.113 4.136
5 O 1.836 1.668 5.770
6 O 0.823 0.051 4.781
7 O -2.002 0.451 3.570
8 H -2.666 0.868 4.121
9 O 0.006 0.279 1.897
10 H 0.619 -0.193 1.350
11 C 0.001 0.819 -2.011
12 C -1.014 1.848 -2.466
13 N -0.378 3.167 -2.537
14 C -1.223 4.351 -2.502
15 C -2.405 4.250 -1.559
16 C 0.601 3.265 -3.599
17 C 1.938 3.914 -3.168
18 H 0.823 0.835 -2.726
19 H -0.392 -0.169 -1.763
20 H 0.484 1.090 -1.062
21 H -1.445 1.587 -3.441
22 H -1.806 1.892 -1.718
23 H -1.616 4.620 -3.496
24 H -0.636 5.232 -2.233
25 H -2.046 4.057 -0.536
26 H -3.091 3.431 -1.765
27 H -2.910 5.212 -1.497
28 H 0.834 2.348 -4.137
29 H 0.258 3.979 -4.362
30 H 2.460 3.321 -2.412
31 H 2.592 4.054 -4.030
32 H 1.801 4.904 -2.730
33 O 0.984 -2.487 3.248
34 S 1.845 -3.054 2.204
35 O 1.321 -3.567 0.962
36 O 2.976 -1.942 1.833
37 C 2.967 -1.406 0.499
38 C 4.149 -0.480 0.345
39 C 2.850 -4.276 2.996
40 H 2.069 -0.813 0.307
41 H 2.967 -2.212 -0.233
42 H 4.034 0.542 0.707
43 H 4.500 -0.343 -0.680
44 H 5.004 -0.917 0.870
45 H 3.803 -3.799 3.212
46 H 2.943 -5.152 2.365
47 H 2.324 -4.493 3.924
48 O -4.048 -2.235 2.126
49 S -2.865 -2.186 1.335
50 O -1.567 -2.157 1.995
51 O -2.848 -3.398 0.316
52 C -1.731 -3.709 -0.521
53 C -2.243 -4.291 -1.833
54 C -2.936 -0.772 0.228
55 H -1.023 -4.401 -0.062
56 H -1.065 -2.870 -0.750
57 H -2.809 -3.553 -2.393
58 H -2.873 -5.161 -1.644
59 H -1.352 -4.684 -2.322
60 H -1.910 -0.639 -0.103
61 H -3.285 0.055 0.838
62 H -3.630 -1.055 -0.558

Atoms 1-3, force components in eV/Å:
Mn 1.954 -1.615 0.705
Mn 0.151 0.430 0.698
N 0.768 -0.165 0.884

Calculated values
* total charge: +1
* strongest force on any atom: 2.6 eV/Å
* energy relative to the best compared isomer or geometry (same formula, charge and spin): 16.5 kcal per mole
* 2S+1: 11
* gap between HOMO and LUMO (alpha / beta): 6.254 / 6.168 eV
* LUMO (alpha / beta): -4.46 / -4.54 eV